# BrH2NOS

A single BrH2NOS molecule in a non-equilibrium geometry (ωB97M-V with the def2-TZVPD basis set, OMol25).

Results
HOMO-LUMO gap: 10.02 eV
electronic energy: -3103.3009 a.u.
HOMO: -10.9 eV
F_max: 5.82 eV/A
SMILES string: N=[S@H](=O)Br

Geometry as XYZ:
```
6
Properties=species:S:1:pos:R:3:lowdin_charge:R:1
S 0.1557 -0.0970 -0.2749 0.35
Br 0.8894 -1.1461 1.5659 0.33
O 0.2996 -1.1628 -1.4037 -0.48
H -1.3706 1.0793 0.6598 0.02
H 1.2304 0.8069 -0.3909 0.05
N -1.2045 0.5197 -0.1562 -0.28
```